DFT (wB97M-V/def2-TZVPD) results for a molecular structure, C56H50N4O3P2RhSi in a non-equilibrium geometry.

Calculated values
LUMO: -4.58 eV
energy above the lowest of the compared OMol25 structures with the same formula, charge and spin: 0.0 kcal per mole
orbital gap: 4.94 eV

The geometry in ORCA input format:
```
! wB97M-V def2-TZVPD RIJCOSX def2/J DEFGRID3
* xyz 1 1
Rh 0.44 0.74 0.08
O 7.21 0.44 0.47
C 6.56 0.47 1.48
O 6.70 0.47 2.68
C 4.97 0.54 1.11
C 4.59 0.58 -0.22
C 3.23 0.64 -0.52
N 2.33 0.67 0.50
C 2.70 0.63 1.81
C 4.04 0.55 2.14
C 1.59 0.67 2.73
C 1.70 0.53 4.12
C 0.58 0.58 4.90
C -0.66 0.82 4.30
C -0.71 0.96 2.93
N 0.36 0.85 2.14
C 2.64 0.62 -1.83
C 3.39 0.54 -3.01
C 2.75 0.51 -4.23
C 1.35 0.60 -4.25
C 0.67 0.69 -3.05
N 1.27 0.67 -1.86
H 5.34 0.57 -0.99
H 4.37 0.52 3.17
H 2.67 0.35 4.56
H 0.64 0.45 5.97
H -1.57 0.90 4.88
H -1.65 1.16 2.44
H 4.47 0.51 -2.96
H 3.31 0.42 -5.14
H 0.81 0.59 -5.18
H -0.41 0.78 -3.06
N -1.54 2.71 -0.74
P -1.80 1.05 -0.44
C -3.39 1.04 0.49
C -4.39 1.94 0.12
C -5.61 1.92 0.76
C -5.83 1.03 1.80
C -4.85 0.12 2.15
C -3.64 0.11 1.49
C -2.56 0.43 -1.97
C -2.78 -0.95 -2.06
C -3.43 -1.47 -3.16
C -3.87 -0.63 -4.17
C -3.65 0.74 -4.09
C -3.00 1.27 -2.99
P 0.07 3.18 -0.38
C 0.58 3.98 -1.94
C 1.93 4.08 -2.26
C 2.32 4.66 -3.45
C 1.37 5.14 -4.34
C 0.02 5.04 -4.02
C -0.37 4.46 -2.83
C -0.18 4.58 0.74
C 0.69 5.67 0.71
C 0.53 6.70 1.61
C -0.49 6.65 2.55
C -1.33 5.56 2.60
C -1.17 4.52 1.71
H -2.29 3.39 -0.62
H -4.23 2.63 -0.70
H -6.39 2.60 0.46
H -6.78 1.04 2.32
H -5.03 -0.58 2.96
H -2.88 -0.63 1.73
H -2.41 -1.59 -1.27
H -3.61 -2.53 -3.22
H -4.38 -1.03 -5.04
H -3.98 1.39 -4.88
H -2.82 2.33 -2.93
H 2.67 3.70 -1.56
H 3.37 4.75 -3.69
H 1.68 5.59 -5.27
H -0.72 5.42 -4.71
H -1.42 4.39 -2.59
H 1.48 5.71 -0.03
H 1.20 7.55 1.58
H -0.61 7.46 3.25
H -2.12 5.52 3.34
H -1.82 3.65 1.76
C 2.21 -5.24 -0.59
C 1.99 -3.75 -0.65
C 3.11 -2.97 -0.01
C 1.67 -3.24 -2.03
Si 0.31 -3.20 0.44
O 0.22 -1.67 0.25
C -1.26 -4.12 -0.12
C -1.40 -5.05 -1.14
C -2.63 -5.62 -1.42
C -3.75 -5.25 -0.69
C -3.62 -4.33 0.33
C -2.39 -3.78 0.62
C 0.72 -3.81 2.20
C 0.69 -2.88 3.24
C 0.88 -3.28 4.55
C 1.11 -4.61 4.84
C 1.12 -5.55 3.83
C 0.92 -5.15 2.52
H 2.91 -5.52 -1.39
H 1.30 -5.81 -0.75
H 2.66 -5.53 0.35
H 4.03 -3.15 -0.57
H 3.27 -3.27 1.02
H 2.90 -1.91 -0.04
H 2.50 -3.46 -2.70
H 1.52 -2.16 -2.02
H 0.77 -3.69 -2.44
H -0.55 -5.35 -1.74
H -2.73 -6.35 -2.21
H -4.71 -5.69 -0.91
H -4.49 -4.04 0.91
H -2.29 -3.08 1.43
H 0.51 -1.85 3.00
H 0.84 -2.54 5.34
H 1.29 -4.92 5.86
H 1.27 -6.59 4.06
H 0.91 -5.90 1.74
*
```

These are the Mulliken partial charges, in e, on atoms 1 to 99:
1 Rh -0.117
2 O -0.676
3 C 0.181
4 O -0.673
5 C -0.981
6 C -0.980
7 C -0.221
8 N 1.539
9 C 0.164
10 C -1.048
11 C 0.147
12 C -0.627
13 C -1.041
14 C -1.281
15 C -0.124
16 N 1.186
17 C 0.629
18 C -0.900
19 C -1.218
20 C -0.790
21 C -0.435
22 N 1.997
23 H 0.810
24 H 0.748
25 H 0.569
26 H 0.490
27 H 0.595
28 H 0.489
29 H 0.597
30 H 0.523
31 H 0.603
32 H -0.209
33 N 0.015
34 P 0.466
35 C 1.299
36 C -0.983
37 C -0.941
38 C -0.686
39 C -0.857
40 C 0.230
41 C 0.327
42 C -0.533
43 C -0.573
44 C -0.721
45 C -0.866
46 C 0.113
47 P 1.528
48 C 0.774
49 C -0.504
50 C -0.794
51 C -0.712
52 C -0.722
53 C -0.482
54 C 0.589
55 C -0.846
56 C -0.735
57 C -0.547
58 C -1.040
59 C -0.174
60 H 0.571
61 H 0.295
62 H 0.462
63 H 0.428
64 H 0.530
65 H 0.438
66 H 0.296
67 H 0.567
68 H 0.406
69 H 0.475
70 H 0.191
71 H 0.592
72 H 0.478
73 H 0.435
74 H 0.474
75 H 0.278
76 H 0.420
77 H 0.440
78 H 0.410
79 H 0.467
80 H 0.279
81 C -1.936
82 C 2.307
83 C -2.374
84 C -1.645
85 Si -2.345
86 O 2.164
87 C 1.121
88 C -0.311
89 C -0.893
90 C -0.707
91 C -0.602
92 C -0.576
93 C 0.397
94 C 0.464
95 C -0.541
96 C -0.686
97 C -0.888
98 C -0.439
99 H 0.531

***

DFT (wB97M-V/def2-TZVPD) results for a molecular structure, C56H50N4O3PReS4 in a non-equilibrium geometry.

Calculated values
LUMO (spin up / spin down): -8.63 / -8.36 eV
⟨S²⟩: 0.760
orbital gap (spin up / spin down): 6.72 / 6.85 eV

The geometry in ORCA input format:
```
! wB97M-V def2-TZVPD RIJCOSX def2/J DEFGRID3
* xyz 3 2
Re 0.48 0.00 0.27
N -0.36 -1.75 0.52
S -0.84 -2.72 -0.56
N 0.21 -3.35 -1.59
S 1.68 -3.45 -2.02
N 2.58 -2.19 -2.05
S 3.13 -1.25 -0.86
N 2.20 -0.92 0.30
C 3.88 0.04 -1.82
C 3.48 0.29 -3.13
C 4.06 1.34 -3.80
C 5.04 2.12 -3.19
C 5.46 1.83 -1.90
C 4.86 0.79 -1.19
C 4.50 -2.13 -0.13
C 5.64 -2.36 -0.89
C 6.67 -3.10 -0.33
C 6.55 -3.60 0.96
C 5.39 -3.37 1.70
C 4.36 -2.63 1.16
C 2.46 -4.79 -1.15
C 1.74 -5.54 -0.23
C 2.37 -6.60 0.39
C 3.69 -6.90 0.09
C 4.39 -6.15 -0.85
C 3.77 -5.09 -1.48
C 1.63 -3.94 -3.72
C 0.69 -4.90 -4.09
C 0.69 -5.34 -5.41
C 1.61 -4.83 -6.31
C 2.54 -3.88 -5.92
C 2.56 -3.43 -4.61
C -2.16 -2.19 -1.62
C -3.32 -1.74 -1.00
C -4.43 -1.48 -1.78
C -4.38 -1.68 -3.15
C -3.20 -2.10 -3.76
C -2.08 -2.37 -3.00
C -1.47 -4.15 0.29
C -2.33 -5.00 -0.39
C -2.75 -6.16 0.24
C -2.32 -6.45 1.53
C -1.46 -5.59 2.19
C -1.02 -4.42 1.58
H 2.73 -0.34 -3.59
H 3.75 1.55 -4.82
H 5.48 2.94 -3.73
H 6.25 2.41 -1.44
H 5.18 0.56 -0.18
H 5.73 -1.95 -1.89
H 7.57 -3.28 -0.90
H 7.36 -4.17 1.40
H 5.31 -3.76 2.70
H 3.45 -2.41 1.71
H 0.71 -5.31 -0.03
H 1.82 -7.20 1.10
H 4.18 -7.74 0.58
H 5.41 -6.41 -1.10
H 4.30 -4.51 -2.24
H -0.02 -5.29 -3.37
H -0.03 -6.08 -5.72
H 1.61 -5.18 -7.34
H 3.25 -3.49 -6.63
H 3.27 -2.68 -4.28
H -3.34 -1.60 0.08
H -5.34 -1.15 -1.31
H -5.26 -1.51 -3.75
H -3.16 -2.24 -4.83
H -1.16 -2.71 -3.45
H -2.66 -4.76 -1.39
H -3.43 -6.83 -0.27
H -2.66 -7.36 2.02
H -1.12 -5.81 3.20
H -0.34 -3.74 2.07
C 3.79 6.10 -0.26
C 2.90 4.95 -0.63
C 2.10 5.01 -1.77
C 1.27 3.96 -2.13
C 1.24 2.83 -1.33
C 2.03 2.74 -0.20
C 2.86 3.80 0.15
S 0.08 1.56 -1.72
O -0.64 1.91 -2.88
O 0.79 0.24 -1.81
O -0.73 1.41 -0.45
H 3.30 7.05 -0.44
H 4.70 6.08 -0.87
H 4.10 6.04 0.78
H 2.12 5.90 -2.39
H 0.63 4.02 -2.99
H 2.02 1.86 0.46
H 3.48 3.72 1.03
C 1.93 0.40 3.46
P 0.37 0.71 2.59
C -0.92 0.04 3.67
C -1.21 -1.32 3.58
C -2.17 -1.89 4.40
C -2.84 -1.09 5.32
C -2.55 0.26 5.42
C -1.59 0.83 4.60
C 0.08 2.50 2.56
C 1.08 3.39 2.94
C 0.82 4.75 2.95
C -0.43 5.22 2.60
C -1.43 4.34 2.22
C -1.17 2.98 2.19
H 1.93 0.91 4.42
H 2.79 0.71 2.86
H 2.00 -0.68 3.63
H -0.69 -1.91 2.83
H -2.40 -2.94 4.33
H -3.60 -1.53 5.96
H -3.08 0.88 6.13
H -1.36 1.88 4.70
H 2.06 3.03 3.25
H 1.60 5.45 3.25
H -0.64 6.29 2.64
H -2.41 4.71 1.95
H -1.95 2.28 1.89
*
```

These are the Mulliken partial charges, in e, on atoms 1 to 99:
1 Re 1.999
2 N -0.017
3 S 1.959
4 N -0.035
5 S 0.840
6 N 0.410
7 S 1.314
8 N -0.162
9 C 0.532
10 C -0.526
11 C -1.093
12 C -0.581
13 C -1.007
14 C -0.452
15 C 0.383
16 C -0.859
17 C -0.875
18 C -0.684
19 C -0.787
20 C -0.456
21 C 0.665
22 C -0.375
23 C -0.863
24 C -0.774
25 C -0.854
26 C -0.735
27 C 0.507
28 C -0.411
29 C -0.848
30 C -0.663
31 C -0.887
32 C -0.215
33 C 0.598
34 C -0.684
35 C -0.786
36 C -0.670
37 C -0.728
38 C -0.362
39 C -0.175
40 C -0.917
41 C -0.880
42 C -0.665
43 C -1.148
44 C -0.001
45 H 0.542
46 H 0.549
47 H 0.489
48 H 0.508
49 H 0.610
50 H 0.562
51 H 0.466
52 H 0.475
53 H 0.524
54 H 0.464
55 H 0.694
56 H 0.522
57 H 0.468
58 H 0.533
59 H 0.476
60 H 0.528
61 H 0.498
62 H 0.446
63 H 0.501
64 H 0.355
65 H 0.558
66 H 0.496
67 H 0.464
68 H 0.526
69 H 0.385
70 H 0.584
71 H 0.486
72 H 0.463
73 H 0.599
74 H 0.621
75 C -1.677
76 C 0.616
77 C -0.881
78 C -0.857
79 C 0.978
80 C -0.068
81 C -1.315
82 S 1.361
83 O -0.653
84 O -0.216
85 O -0.739
86 H 0.428
87 H 0.313
88 H 0.384
89 H 0.511
90 H 0.658
91 H -0.109
92 H 0.497
93 C -1.542
94 P 1.856
95 C 0.751
96 C 0.012
97 C -0.682
98 C -0.566
99 C -0.845

***

DFT (wB97M-V/def2-TZVPD) results for a molecular structure, C56H53BrI2N8O3PRb in a non-equilibrium geometry.

Calculated values
LUMO (spin up / spin down): 3.36 / 3.36 eV
energy above the lowest of the compared OMol25 structures with the same formula, charge and spin: 215.7 kcal per mole
orbital gap (spin up / spin down): 4.45 / 4.45 eV

The geometry in ORCA input format:
```
! wB97M-V def2-TZVPD RIJCOSX def2/J DEFGRID3
* xyz -2 1
Rb -1.22 -0.35 0.44
C 2.66 4.27 3.67
C 2.80 3.50 4.82
C 2.01 2.37 5.04
C 1.08 2.04 4.07
C 0.09 0.92 3.94
N -0.63 1.08 2.81
C -0.18 2.19 2.14
N -0.66 2.64 1.02
C -2.06 2.49 0.90
C -2.94 3.38 1.66
C -2.69 4.38 2.60
C -3.77 5.07 3.12
C -5.08 4.76 2.72
C -5.33 3.76 1.80
C -4.24 3.08 1.24
C -4.11 1.93 0.39
N -5.10 1.06 0.33
C -4.98 -0.25 0.57
N -3.87 -0.85 1.17
C -4.26 -1.95 1.75
N -3.53 -2.73 2.66
C -2.37 -2.46 3.08
N -1.48 -3.16 3.87
C -0.66 -1.18 4.43
N 0.08 -0.08 4.77
C -0.70 -2.43 4.92
C 0.54 -3.17 5.27
C 1.34 -3.37 4.22
C 1.16 -2.84 2.85
C 0.15 -2.13 2.32
C -1.10 -1.76 3.08
C -5.65 -2.23 1.48
C -6.51 -3.26 1.86
C -7.83 -3.18 1.48
C -8.30 -2.07 0.73
C -7.46 -1.05 0.36
C -6.11 -1.13 0.73
N -2.75 1.70 0.11
C 0.95 2.80 2.92
C 1.71 3.93 2.70
H 3.28 5.14 3.53
H 3.54 3.78 5.56
H 2.11 1.76 5.93
H -1.68 4.60 2.92
H -3.60 5.85 3.86
H -5.91 5.31 3.15
H -6.35 3.50 1.51
H 0.78 -3.53 6.26
H 2.25 -3.96 4.37
H 1.97 -3.05 2.16
H 0.23 -1.81 1.29
H -6.14 -4.09 2.45
H -8.52 -3.97 1.75
H -9.35 -2.03 0.45
H -7.82 -0.20 -0.20
H 1.57 4.52 1.80
O 1.03 -0.11 -0.39
P 2.02 0.71 -1.16
C 1.15 1.82 -2.32
C -0.15 1.19 -2.89
C 0.03 0.42 -4.19
C 0.76 1.25 -5.24
C 2.12 1.69 -4.71
C 1.98 2.50 -3.42
C 2.82 1.81 0.06
C 3.72 2.99 -0.33
C 5.18 2.60 -0.58
C 5.75 1.82 0.59
C 4.89 0.60 0.92
C 3.45 1.01 1.21
C 3.03 -0.49 -2.09
C 3.11 -1.81 -1.26
C 4.19 -2.75 -1.84
C 4.26 -2.60 -3.35
C 4.77 -1.21 -3.74
C 4.40 -0.14 -2.68
H 0.82 2.59 -1.60
H -0.86 2.01 -3.05
H -0.60 0.52 -2.16
H -0.96 0.13 -4.55
H 0.54 -0.52 -3.99
H 0.16 2.13 -5.49
H 0.88 0.67 -6.16
H 2.65 2.29 -5.46
H 2.73 0.80 -4.54
H 1.48 3.44 -3.67
H 2.97 2.78 -3.06
H 1.88 2.24 0.43
H 3.71 3.67 0.54
H 3.31 3.56 -1.16
H 5.77 3.50 -0.76
H 5.24 2.00 -1.49
H 5.78 2.47 1.47
H 6.78 1.52 0.38
H 5.30 0.07 1.78
H 4.92 -0.11 0.08
H 3.45 1.65 2.10
H 2.82 0.15 1.45
H 2.35 -0.69 -2.92
H 2.13 -2.28 -1.31
H 3.32 -1.60 -0.21
H 3.95 -3.77 -1.55
H 5.17 -2.52 -1.41
H 3.25 -2.76 -3.76
H 4.89 -3.37 -3.80
H 4.37 -0.91 -4.71
H 5.86 -1.23 -3.85
H 4.42 0.85 -3.14
H 5.15 -0.13 -1.89
O -1.06 -2.92 -1.77
O 0.10 -2.42 -2.49
I -0.26 -4.77 -0.19
I 0.65 -6.60 1.58
Br -5.66 -4.59 -5.28
C -4.19 -4.06 -4.18
C -3.02 -3.61 -4.77
C -1.95 -3.22 -3.98
C -2.06 -3.30 -2.59
C -3.24 -3.74 -2.01
C -4.31 -4.12 -2.80
H -2.95 -3.55 -5.85
H -1.02 -2.86 -4.38
H -3.33 -3.77 -0.93
H -5.24 -4.45 -2.35
*
```

These are the Mulliken partial charges, in e, on atoms 1 to 99:
1 Rb 1.643
2 C -0.784
3 C -0.754
4 C 0.248
5 C -0.516
6 C -0.109
7 N -0.298
8 C -0.955
9 N 0.140
10 C -0.180
11 C 0.878
12 C -0.085
13 C -0.861
14 C -0.464
15 C -0.626
16 C 0.109
17 C -0.617
18 N -0.415
19 C -0.890
20 N 0.318
21 C -0.696
22 N -0.594
23 C -0.363
24 N -0.687
25 C -0.407
26 N -0.733
27 C -0.168
28 C -0.797
29 C -0.586
30 C -0.706
31 C 0.532
32 C 2.294
33 C 0.324
34 C -0.266
35 C -0.639
36 C -0.445
37 C -0.411
38 C 0.584
39 N -0.399
40 C 0.508
41 C 0.304
42 H 0.436
43 H 0.383
44 H 0.573
45 H 0.467
46 H 0.397
47 H 0.361
48 H 0.483
49 H 0.392
50 H 0.381
51 H 0.589
52 H -0.299
53 H 0.480
54 H 0.381
55 H 0.390
56 H 0.451
57 H 0.481
58 O 1.059
59 P -0.210
60 C 0.383
61 C -0.401
62 C -0.064
63 C -1.437
64 C 0.006
65 C -1.256
66 C 1.606
67 C -1.194
68 C -0.428
69 C -1.217
70 C -0.372
71 C -0.148
72 C 1.915
73 C -0.372
74 C -1.017
75 C -0.634
76 C -1.123
77 C -1.300
78 H 0.700
79 H 0.636
80 H -0.478
81 H 0.593
82 H -0.211
83 H 0.385
84 H 0.515
85 H 0.522
86 H -0.467
87 H 0.424
88 H 0.196
89 H -1.821
90 H 0.519
91 H 0.371
92 H 0.469
93 H 0.014
94 H 0.408
95 H 0.514
96 H 0.519
97 H -0.158
98 H 0.117
99 H 0.037

***

DFT (wB97M-V/def2-TZVPD) results for a molecular structure, C56H53IN4O5P3S3Sc.

Calculated values
LUMO: -1.12 eV
energy above the lowest of the compared OMol25 structures with the same formula, charge and spin: 77.3 kcal per mole
orbital gap: 6.04 eV

The geometry in ORCA input format:
```
! wB97M-V def2-TZVPD RIJCOSX def2/J DEFGRID3
* xyz 0 1
Sc 0.31 0.53 -0.48
O -2.92 2.68 -2.71
S -2.44 1.30 -2.42
C -3.85 0.58 -1.58
C -5.04 0.39 -2.28
C -6.23 0.27 -1.59
C -6.24 0.41 -0.20
C -5.06 0.58 0.49
C -3.83 0.62 -0.18
P -2.29 0.72 0.84
C -2.51 -0.53 2.14
C -3.56 -1.44 2.23
C -3.57 -2.40 3.24
C -2.54 -2.47 4.16
C -1.48 -1.58 4.08
C -1.46 -0.63 3.07
C -2.64 2.32 1.70
C -3.00 3.41 0.90
C -3.21 4.66 1.46
C -3.08 4.84 2.83
C -2.73 3.77 3.64
C -2.51 2.51 3.08
C -2.31 0.50 -4.02
C -3.07 1.05 -5.05
C -2.93 0.55 -6.33
C -2.02 -0.48 -6.57
C -1.24 -0.99 -5.55
C -1.36 -0.50 -4.25
P -0.56 -1.26 -2.75
C 0.99 -2.04 -3.35
C 1.77 -1.48 -4.36
C 3.00 -2.04 -4.69
C 3.47 -3.15 -4.01
C 2.70 -3.71 -3.00
C 1.47 -3.16 -2.67
C -1.75 -2.70 -2.73
C -2.95 -2.58 -2.04
C -3.95 -3.53 -2.16
C -3.74 -4.65 -2.96
C -2.54 -4.79 -3.64
C -1.55 -3.82 -3.53
H -5.03 0.35 -3.36
H -7.16 0.12 -2.13
H -7.18 0.37 0.34
H -5.07 0.69 1.57
H -4.36 -1.44 1.50
H -4.40 -3.11 3.29
H -2.56 -3.22 4.95
H -0.66 -1.63 4.78
H -0.61 0.04 2.99
H -3.10 3.28 -0.18
H -3.49 5.49 0.82
H -3.25 5.82 3.27
H -2.63 3.90 4.71
H -2.26 1.69 3.73
H -3.72 1.89 -4.84
H -3.51 0.95 -7.14
H -1.91 -0.88 -7.58
H -0.55 -1.80 -5.76
H 1.43 -0.59 -4.89
H 3.59 -1.59 -5.48
H 4.43 -3.58 -4.26
H 3.05 -4.58 -2.46
H 0.86 -3.62 -1.90
H -3.11 -1.73 -1.38
H -4.87 -3.41 -1.61
H -4.52 -5.40 -3.06
H -2.37 -5.66 -4.26
H -0.63 -3.95 -4.08
O 1.66 -0.97 -0.27
N 1.86 -2.08 0.45
C 3.15 -2.40 0.76
C 3.42 -3.50 1.51
C 2.35 -4.30 1.95
C 1.07 -3.96 1.62
C 0.79 -2.81 0.84
S -0.75 -2.33 0.36
H 3.90 -1.72 0.40
H 4.45 -3.72 1.77
H 2.54 -5.17 2.56
H 0.22 -4.54 1.95
O 4.34 -0.31 9.46
S 3.63 -0.66 8.25
O 4.47 -1.16 7.17
O 2.39 -1.40 8.44
C 2.94 0.89 7.60
N 2.62 1.90 8.43
C 1.94 2.90 7.90
C 1.56 2.95 6.56
C 1.99 1.90 5.78
N 2.69 0.89 6.29
C 1.70 1.75 4.33
C 2.14 0.59 3.69
C 1.83 0.40 2.37
N 1.11 1.27 1.64
C 0.72 2.41 2.24
C 1.00 2.68 3.57
H 1.67 3.72 8.57
H 0.97 3.77 6.18
H 2.70 -0.14 4.25
H 2.16 -0.49 1.87
H 0.16 3.11 1.64
H 0.63 3.60 3.99
I -0.05 3.28 -1.14
C 1.85 1.85 -4.19
C 3.07 1.40 -3.38
P 2.85 1.43 -1.55
C 4.27 0.37 -1.06
C 5.64 0.75 -1.61
C 3.41 3.10 -0.98
C 3.40 4.23 -2.01
H 1.99 1.60 -5.25
H 1.68 2.92 -4.12
H 0.94 1.36 -3.85
H 3.94 2.00 -3.64
H 3.31 0.36 -3.61
H 3.99 -0.64 -1.39
H 4.27 0.36 0.04
H 5.65 0.76 -2.70
H 6.38 0.02 -1.29
H 5.97 1.73 -1.26
H 4.42 2.97 -0.59
H 2.77 3.36 -0.14
H 4.12 4.06 -2.82
H 3.68 5.16 -1.51
H 2.41 4.37 -2.43
*
```

These are the Mulliken partial charges, in e, on atoms 1 to 99:
1 Sc 0.028
2 O -0.716
3 S 0.746
4 C 0.541
5 C -0.349
6 C -1.010
7 C -0.905
8 C -0.837
9 C -0.427
10 P 2.468
11 C 0.489
12 C -0.798
13 C -0.847
14 C -0.946
15 C -0.941
16 C -0.846
17 C 0.707
18 C -0.571
19 C -0.742
20 C -0.658
21 C -0.640
22 C -0.464
23 C 0.197
24 C -0.352
25 C -0.886
26 C -0.808
27 C -0.679
28 C -0.340
29 P 1.583
30 C 1.114
31 C -1.102
32 C -0.870
33 C -0.904
34 C -0.866
35 C -1.033
36 C 0.477
37 C -0.189
38 C -1.038
39 C -0.808
40 C -0.773
41 C -0.744
42 H 0.459
43 H 0.475
44 H 0.439
45 H 0.718
46 H 0.502
47 H 0.421
48 H 0.423
49 H 0.670
50 H 0.474
51 H 0.363
52 H 0.465
53 H 0.381
54 H 0.511
55 H 0.432
56 H 0.639
57 H 0.445
58 H 0.453
59 H 0.370
60 H 0.881
61 H 0.472
62 H 0.405
63 H 0.483
64 H 0.775
65 H 0.821
66 H 0.494
67 H 0.395
68 H 0.446
69 H 0.386
70 O 1.614
71 N 0.278
72 C -0.243
73 C -1.300
74 C -0.565
75 C -0.846
76 C 0.276
77 S 0.174
78 H 0.429
79 H 0.549
80 H 0.429
81 H 0.570
82 O -0.666
83 S 1.191
84 O -0.671
85 O -0.674
86 C -0.012
87 N -0.499
88 C -0.383
89 C -0.641
90 C 0.289
91 N -0.199
92 C 0.895
93 C -0.808
94 C -1.023
95 N 1.446
96 C -0.855
97 C -1.162
98 H 0.415
99 H 0.383

***

Number 1: total energy -3691.38686 Eh. Number 2: total energy -4620.01246 Eh. Number 3: total energy -6364.25493 Eh. Number 4: total energy -6038.11272 Eh.